Record 1
86
Properties=species:S:1:pos:R:3:forces:R:3:lowdin_charge:R:1 method="wB97M-V/def2-TZVPD" total_charge=+1 orbital_gap_ev=6.66
H -0.83361 -1.01044 -1.93254 -0.107 0.035 -0.180 0.04
C -5.03298 -0.42986 3.05860 -0.070 -0.027 -0.246 -0.10
H -2.87174 -3.41638 1.10680 -0.020 -0.009 0.025 0.13
H -2.38194 4.23595 0.28519 -0.066 0.059 -0.008 0.07
H 5.91896 -0.34564 -2.37395 -0.044 -0.011 -0.019 0.00
H -5.80527 -0.88068 3.66755 -0.025 0.039 0.034 0.10
C -2.48214 -3.66461 0.11603 0.134 0.235 0.331 -0.09
N -0.25979 -2.71427 0.82951 0.004 0.945 -0.426 0.00
C -2.00971 1.68358 -1.37193 0.072 -0.062 0.232 -0.22
H -4.66515 -1.78227 -0.15529 0.305 -0.657 -0.571 0.18
H -2.78015 3.60856 1.89628 -0.035 0.052 0.003 0.08
C -1.97167 3.98910 1.26661 0.012 -0.159 -0.047 -0.09
C 6.73904 -0.19987 -1.67303 -0.117 0.176 0.293 -0.18
C -3.71806 -0.39800 3.49770 0.044 -0.004 0.028 -0.08
H 0.52171 1.91926 2.46893 0.044 -0.015 0.066 0.07
C 0.24307 3.52566 0.20959 -0.060 -0.179 -0.030 -0.09
C -4.34307 0.72945 1.05064 -0.309 -0.340 -0.009 -0.12
H -2.75777 2.43995 -5.11949 0.032 0.021 -0.018 0.10
H 1.06818 2.81639 0.10888 0.078 0.020 -0.040 0.08
H 7.11106 -1.18229 -1.38079 0.012 -0.025 0.042 0.04
N -0.19622 -1.77569 -2.14492 0.998 0.899 1.012 0.00
C 2.97655 -1.38216 2.41271 -0.166 -0.068 0.403 -0.12
H 0.27623 3.62087 2.89095 -0.013 0.055 0.012 0.08
H -2.91631 -4.61938 -0.19998 -0.047 -0.008 0.007 0.14
C 7.67694 1.16308 0.94381 -0.270 -0.043 -0.215 -0.18
H 7.54050 0.31604 -2.20377 0.040 0.053 0.017 0.03
H -2.78805 -3.95428 -2.54054 -0.051 0.003 -0.073 0.14
N 2.78848 -1.20389 1.10932 -1.138 0.253 -1.764 -0.11
C -0.95875 -3.83687 0.18447 0.216 -0.103 -0.347 -0.33
O -0.45287 0.11322 0.49678 -0.363 -0.475 -0.127 -0.44
C -2.54347 2.23582 -4.07877 -0.032 -0.010 -0.040 -0.09
H 2.17545 -1.86026 2.96163 -0.008 0.050 0.026 0.11
H -4.62343 1.18645 0.11058 -0.060 -0.013 -0.023 0.07
Si 6.19873 0.81408 -0.17525 0.087 0.139 -0.044 0.54
H 5.02938 3.00052 0.15795 0.015 -0.012 0.066 0.03
H -1.70977 0.19381 3.06605 0.036 -0.083 0.024 0.10
H 7.39862 1.76617 1.80850 -0.024 0.037 0.030 0.03
H -0.56287 -3.50433 -3.25892 0.019 0.122 0.014 0.15
C -3.00857 0.74526 1.45868 0.199 0.062 -0.324 -0.20
H 0.69649 -4.00851 -1.14798 -0.009 -0.145 -0.082 0.10
Si -1.47778 1.32116 0.41925 -0.310 0.293 0.525 0.41
C -0.39020 -4.07778 -1.22348 0.142 -0.059 0.116 -0.12
H -0.98592 2.43715 3.24704 0.044 0.006 0.061 0.07
C -2.73218 0.17751 2.70752 0.101 -0.049 0.043 -0.10
H -6.38657 0.19311 1.51513 0.059 -0.062 -0.070 0.10
Pt 1.22080 -1.36660 -0.40121 1.467 -1.494 0.791 0.82
H -0.60330 1.41216 -4.46649 0.020 -0.005 -0.024 0.10
C -1.34348 1.64405 -3.71066 0.026 -0.043 -0.106 -0.08
H 0.12962 -2.95806 1.72931 -0.007 -0.033 -0.015 0.10
H 8.44311 1.71203 0.39658 0.023 0.034 -0.050 0.03
H -1.60591 4.91659 1.71559 0.017 0.038 0.005 0.09
C -0.85443 -3.08524 -2.29416 0.225 -0.530 0.240 -0.33
H -3.46892 -0.81386 4.46539 0.050 -0.006 0.019 0.10
H -3.89675 2.65588 -1.01645 0.000 0.050 -0.017 0.09
C -2.37523 -2.97693 -2.27443 0.045 0.253 -0.230 -0.10
C -5.34846 0.13771 1.82824 0.088 0.154 0.012 -0.11
H -4.78808 -3.34734 -0.80957 -0.126 0.031 0.038 0.17
H 4.45051 2.20097 -1.30060 -0.029 -0.052 -0.016 0.00
C 5.33837 2.40987 -0.70521 0.231 -0.251 0.086 -0.17
H -4.63963 -2.03060 -1.80479 -0.062 0.047 -0.020 0.17
H 0.32025 -1.51766 -2.97642 -0.091 0.009 -0.062 0.10
N -4.33616 -2.43915 -0.91934 -0.684 1.133 0.853 0.24
C -1.08622 1.36970 -2.37478 -0.059 -0.043 -0.005 -0.13
C -3.18390 2.33020 -1.76378 -0.066 -0.065 -0.019 -0.11
H 6.05197 -0.05780 2.71703 -0.005 0.013 0.072 0.10
H 4.29102 -1.15505 4.08291 -0.046 -0.018 0.015 0.11
H 8.13293 0.24027 1.30417 0.013 -0.056 0.004 0.04
H 0.64210 4.46390 0.60425 0.031 0.029 0.024 0.09
S 3.24050 -0.50974 -1.29452 -1.105 -0.258 -0.132 0.61
C 5.12740 -0.37375 2.25109 0.050 0.088 -0.241 -0.06
C -0.21962 2.71937 2.52100 -0.086 -0.168 -0.080 -0.10
H -2.70412 -2.24260 -3.01646 -0.019 -0.013 -0.049 0.14
H -0.13334 0.93341 -2.08575 0.050 0.069 0.005 0.08
C 3.73411 -0.61257 0.36301 0.405 0.116 0.024 -0.75
C -0.83704 2.96837 1.14205 -0.081 -0.036 -0.040 -0.61
H -0.80210 -1.84812 0.93358 -0.119 0.115 0.205 0.04
H -0.65320 -5.08690 -1.54926 -0.030 -0.023 -0.014 0.13
H -0.15931 3.72257 -0.78564 0.041 0.053 -0.050 0.07
C -3.46083 2.58737 -3.09989 -0.019 0.024 0.030 -0.08
C 4.94701 -0.15327 0.89102 0.068 0.032 -0.008 -0.23
H -4.38686 3.07807 -3.37091 0.001 0.021 -0.035 0.10
C 4.14513 -0.98465 3.02677 -0.133 -0.160 -0.064 -0.05
H -2.43103 -1.62590 -0.59030 -0.183 0.130 0.040 0.14
H 6.00511 3.02766 -1.30821 0.061 0.009 -0.021 0.03
H -0.76191 -4.73924 0.76709 0.021 0.088 0.006 0.15
C -2.85351 -2.58983 -0.89232 0.665 -0.217 0.123 -0.30


Record 2
81
Properties=species:S:1:pos:R:3:forces:R:3:lowdin_charge:R:1 method="wB97M-V/def2-TZVPD" total_charge=+1 orbital_gap_ev="4.80 / 4.80"
C -1.85244 0.45158 -5.03059 0.003 0.339 -0.085 -0.26
C 3.34871 -0.56641 -4.78699 -0.018 -0.141 -0.091 -0.31
H -2.24025 0.50705 -2.40713 -0.568 -0.833 0.276 0.05
H 3.90208 -1.51179 -4.75098 0.001 0.230 -0.024 0.04
H -4.30354 -0.43266 -0.84254 0.235 -0.272 -0.163 0.12
C 1.96054 3.18433 5.46882 -0.177 -0.032 -0.244 -0.07
H 0.49531 4.36017 4.38294 0.241 -0.177 0.065 0.11
H -0.01460 -2.36073 -4.48241 0.315 0.078 -0.158 0.02
C 2.45937 1.93574 3.02313 0.088 -0.171 -0.515 -0.30
H 2.19231 1.82997 0.86881 0.191 0.114 0.267 0.06
C -1.62960 -1.08244 2.74730 0.843 0.145 0.013 -0.19
H 3.96886 0.80003 4.05500 -0.240 0.226 0.187 0.12
H -0.90348 0.23319 5.11511 0.175 0.146 -0.346 0.11
C -1.34696 -1.37429 -2.08419 1.729 0.582 1.195 -0.13
C -3.21222 -0.54275 -0.74517 -0.624 0.637 -0.533 -0.16
C 1.72223 -1.65683 3.74025 -0.130 -0.210 0.309 -0.05
H 2.67003 -2.00755 3.31993 0.112 -0.216 0.179 0.07
H -1.47789 -2.46985 -1.96817 0.112 0.691 -0.644 0.13
H -3.75367 -0.84310 2.43338 0.168 -0.003 0.141 0.07
C 0.07091 -2.37428 1.86153 -1.310 0.585 0.444 -0.25
P 1.75341 -0.73634 -3.88403 0.408 -0.169 -1.088 0.85
H -1.04583 2.16247 -1.70083 0.517 -0.900 0.650 0.07
C 1.51655 2.97393 3.10213 0.293 -0.500 0.061 -0.06
H -2.24176 -4.10697 2.02451 -0.087 0.120 -0.248 0.10
H 3.93394 0.21710 -4.28797 -0.036 -0.198 -0.221 0.03
H -1.43278 1.80407 1.13671 -0.850 0.519 -0.696 0.11
H 0.77023 -1.66769 -5.94458 0.023 -0.165 0.211 0.04
C 2.73549 1.29426 1.67020 0.539 0.306 -0.624 -0.18
C -0.75628 2.99875 -4.48714 -0.116 0.072 -0.259 -0.28
H 0.50770 -3.69573 0.21265 0.091 0.014 0.395 0.09
H -3.29726 -1.47056 4.03059 0.073 0.157 -0.269 0.11
H 0.99772 3.26611 2.18706 0.006 0.037 0.334 0.11
C 0.72770 -1.25425 2.64626 -1.308 0.119 -0.215 -0.39
H 0.57407 -1.70625 -1.53509 -0.070 0.680 -0.418 0.07
H 0.83277 0.54900 -5.75143 0.146 0.039 0.055 0.05
H 1.66649 1.58951 -4.59396 -0.073 -0.192 0.085 0.05
H -2.86115 0.75661 -4.70231 0.371 -0.197 -0.179 0.05
H 0.32832 -4.47839 1.79236 0.251 0.255 -0.238 0.10
H -1.70458 0.80693 -6.05987 -0.067 -0.238 0.144 0.04
H -3.60897 1.06395 0.65612 0.528 -0.843 0.884 0.11
H -0.97590 1.48580 3.85331 0.179 -0.222 0.173 0.09
H 1.27999 -2.46859 4.34451 0.242 0.210 -0.215 0.12
H 1.09929 0.95486 -1.99373 -0.397 -0.536 0.532 0.06
H 3.51966 1.91294 6.25739 -0.168 0.084 -0.228 0.11
H 3.15780 -0.28472 -5.83005 0.244 -0.084 0.144 0.04
H 1.14667 0.27270 -0.38575 -1.066 -0.033 -0.826 0.03
H -1.77707 -0.64653 -4.99350 -0.011 0.411 0.019 0.04
C -2.78105 0.62495 0.08106 -0.757 0.308 0.706 -0.11
H 1.81497 -3.58264 1.40346 -0.122 0.038 0.036 0.08
C 0.94055 -2.04492 -4.92720 0.256 -0.039 0.192 -0.27
C -0.43099 0.58377 4.17793 0.100 0.716 0.569 -0.04
C -2.54048 -0.52424 -2.12286 -0.833 -0.158 -0.660 -0.23
H 3.78875 1.36261 1.39768 0.076 0.102 0.040 0.07
H -1.67394 3.42325 -4.05225 0.278 -0.004 -0.184 0.04
H 1.62223 -2.90766 -4.98004 -0.312 0.169 0.022 0.04
H -3.30803 -2.79533 1.49707 0.141 -0.201 -0.092 0.07
C -1.30395 -2.21301 1.93607 1.454 -0.373 -0.269 -0.20
Al 1.99064 -0.48740 1.24732 -1.775 0.995 1.687 1.03
C 0.38600 0.47861 -1.27772 0.069 0.211 -0.889 -0.25
H 0.10668 3.58262 -4.13884 -0.255 -0.103 -0.073 0.04
H 1.95696 -0.82961 4.42092 -0.081 -0.126 -0.288 0.07
C -1.65086 1.32447 0.16342 0.373 0.063 0.783 -0.10
H 0.59410 0.88266 4.40506 -0.229 0.026 0.117 0.05
C 1.25693 3.58188 4.32626 0.109 -0.018 0.052 -0.08
C -0.46323 -0.46629 3.14869 0.578 -1.037 -0.596 -0.19
H -2.09077 -3.46244 0.37261 -0.081 -0.018 0.225 0.08
P -0.61089 1.26478 -3.91649 -0.232 -0.114 -1.102 0.85
H 0.08838 2.34969 -0.39438 -0.259 -0.084 -0.053 0.10
C 0.72215 -3.57335 1.29103 0.144 -0.776 -0.409 -0.06
H -0.81967 3.04740 -5.58173 0.047 0.185 0.190 0.04
H -3.22298 -0.93190 -2.88261 -0.032 0.314 0.161 0.12
C 0.97113 0.74092 -4.67960 -0.077 0.351 -0.150 -0.55
H -3.04617 -1.50890 -0.21103 0.002 0.862 -0.349 0.09
H 1.71612 3.63461 6.43163 0.199 -0.091 -0.274 0.11
C 3.19633 1.56772 4.15723 -0.208 0.197 -0.246 -0.07
C -2.28981 -3.18875 1.41724 -0.288 -0.416 -0.067 -0.04
C -0.59199 1.60442 -0.84656 1.200 -0.012 0.515 -0.23
H -3.05782 0.24055 3.65582 -0.012 -0.188 -0.123 0.08
C -3.00544 -0.76806 3.23108 -0.101 0.207 0.205 -0.02
C 2.94846 2.19866 5.37339 -0.070 -0.027 0.072 -0.07
C -0.11422 -0.88141 -1.80518 -0.110 -1.424 2.019 -0.25


Record 3
87
Properties=species:S:1:pos:R:3:forces:R:3:lowdin_charge:R:1 method="wB97M-V/def2-TZVPD" total_charge=+5 orbital_gap_ev=8.98
C 3.73183 2.56747 2.95367 -0.529 -0.998 -0.819 0.05
C -2.81439 -0.02606 0.86222 -0.407 1.296 -0.408 0.00
H -3.54542 -0.33273 -1.77035 -0.254 0.492 0.816 0.10
H 1.91899 4.27985 0.76785 -0.094 0.099 0.259 0.16
H -2.91124 -1.85082 -1.84349 -0.255 -0.775 0.539 0.09
H -0.96585 -0.43644 8.79044 0.121 0.503 -0.057 0.12
H -0.11194 -0.91608 -3.54213 -0.155 -0.257 0.042 0.06
C 2.97336 4.86979 3.01004 0.986 0.421 0.081 0.06
N -1.21881 3.02534 -3.50168 1.807 0.553 -1.553 0.07
C -0.61580 4.36702 -3.11645 -1.409 -0.161 1.623 0.05
C 2.85686 1.07576 1.26658 -0.206 -0.927 0.486 -0.11
N -2.95075 -1.15252 0.16404 0.722 -0.884 0.252 -0.06
H 1.61101 -1.90724 -6.24691 0.481 -0.068 0.147 0.10
H 3.51756 5.59501 2.40487 -0.210 0.069 -0.076 0.13
C -0.20875 -1.64757 4.57850 -1.107 0.848 -0.843 0.05
H -0.83120 0.65679 -0.88789 -0.198 1.026 1.669 -0.03
C -1.48238 -1.19021 4.15560 0.372 1.003 0.651 -0.11
H -3.60098 3.41901 -5.97151 0.120 0.127 0.033 0.13
B -0.67420 0.18792 -1.91615 0.168 0.222 0.251 -0.44
C 1.33144 -2.11732 -0.18234 1.535 -0.207 1.880 0.02
H -4.55781 -1.60544 -0.98543 -0.023 -0.254 -0.719 0.13
C 0.18122 -1.35630 5.84961 1.170 0.268 0.744 0.00
H 0.46317 4.30489 -3.01749 -0.085 -0.076 -0.072 0.11
H -2.87340 -3.25853 0.24206 0.040 0.170 -0.358 0.16
C -2.21831 -2.36880 2.04085 0.682 0.459 1.080 0.05
C 0.48720 -2.62700 -4.56961 2.859 -0.856 -1.069 -0.37
H 0.25662 -1.58906 8.43496 0.198 0.054 -0.140 0.12
C 1.30093 -2.87567 -5.84999 -1.329 0.541 0.039 0.06
C 2.25778 -4.36050 -0.54802 0.563 -0.252 -0.785 0.05
H 0.69596 0.13207 8.24444 -0.194 0.112 0.188 0.12
C 3.61908 -2.59488 0.36654 -1.544 2.034 -0.183 0.08
C -0.10226 -0.60048 8.15033 0.123 -0.433 0.341 0.06
H -1.18470 2.22760 -2.83998 -0.219 0.471 0.398 0.09
C 3.61565 1.28691 2.41223 0.630 0.666 -0.037 0.06
H -1.79539 3.24129 -6.13619 -0.157 0.225 -0.152 0.11
H 3.51131 4.79619 3.95202 -0.234 0.091 0.087 0.11
C -3.54935 -1.25671 -1.19496 -0.064 0.660 -0.062 0.04
H -2.03377 -2.00011 -4.13348 -0.255 -0.151 -0.287 0.10
H -2.36995 0.26785 7.14141 0.110 0.225 -0.024 0.17
H -2.78404 1.88702 -5.66321 -0.098 -0.064 -0.094 0.10
C -2.23300 -0.47417 5.09856 0.068 0.485 0.672 0.06
N -0.16085 -1.27513 -4.51835 -0.934 0.777 0.164 0.07
H -3.21133 -0.03972 4.93844 -0.065 -0.269 -0.576 0.15
H -2.16813 -3.30698 2.57728 0.298 -0.140 -0.218 0.15
C 2.34060 3.39002 1.21253 0.247 -0.784 -0.219 0.03
H -1.75050 -1.80319 -5.89424 0.214 -0.003 0.019 0.12
H 4.29034 2.81418 3.84483 0.017 -0.042 0.016 0.16
H 3.26816 -4.65605 -0.82351 -0.130 -0.443 0.154 0.11
C 2.71177 -0.36038 0.83205 -1.452 -0.351 -1.019 -0.12
C -1.95014 -1.17384 2.73691 -0.865 0.222 0.340 -0.12
H -1.43039 0.62395 -2.65458 -1.451 0.454 -1.319 -0.04
C 1.47275 -0.86602 0.37259 -0.329 0.767 -0.586 0.02
C -2.63016 -2.33425 0.74922 -0.864 0.035 -0.070 0.01
H 1.69313 -4.36838 -1.47912 -0.267 0.049 0.205 0.09
H -1.13618 4.54588 -2.17556 0.521 0.648 0.116 0.11
H -0.95057 5.12776 -3.81858 0.230 -0.142 -0.212 0.12
H 1.53700 1.96870 -0.20480 0.145 0.154 -0.171 0.12
H 0.58865 -0.24336 0.34554 0.065 0.156 -0.033 0.08
H -0.81973 -0.93768 -1.78267 -0.347 -1.946 -0.028 -0.03
H 2.11514 -3.58029 -5.70838 -0.031 0.121 0.267 0.11
N 3.06076 3.54536 2.34876 -0.720 0.939 -0.005 -0.07
O 0.53503 -3.28174 -3.57924 -0.852 0.487 0.061 0.16
C 2.18949 2.14103 0.63943 0.386 -0.202 0.831 0.07
C -1.75452 -0.19724 6.38368 0.047 -1.214 -0.553 0.06
H 0.68160 -3.25239 -6.66956 -0.240 -0.262 0.190 0.12
H -0.55334 2.76781 -4.23226 -0.449 -0.619 -0.340 0.16
H -2.13191 -0.40788 -4.84624 0.417 0.170 -0.052 0.09
H 4.43393 -3.29105 0.23252 0.032 -0.054 0.419 0.16
H 1.83992 -5.03620 0.19492 -0.015 0.167 0.061 0.12
H 0.32844 -0.56738 -5.06352 0.176 -0.329 -0.444 0.18
C -2.69224 2.97477 -5.57401 0.854 -0.349 -0.251 0.05
H -2.14984 1.01083 2.64137 -0.257 0.042 0.020 0.14
C -2.32485 0.06004 2.16253 0.674 -1.988 -0.746 0.07
N -0.55271 -0.66735 6.74492 -0.828 -0.441 -0.373 -0.07
O -3.51133 3.50757 -3.44353 1.387 -0.059 0.574 0.20
H 0.39683 -2.49228 -0.56783 0.122 -0.146 -0.151 0.13
H 1.18427 -1.57025 6.19591 -0.060 -0.355 0.019 0.16
C -2.56838 3.24058 -4.12030 -2.567 -0.140 -0.298 -0.43
C -1.61570 -1.36140 -4.90957 -0.263 -0.463 0.556 0.04
H -3.15359 0.86005 0.34256 0.072 0.054 -0.010 0.16
N 2.39237 -2.97821 -0.05526 0.060 0.050 -0.857 -0.07
H 4.67908 -0.92820 1.24817 0.411 -0.231 -0.580 0.14
H 0.52084 -2.03120 3.88011 -0.130 -0.407 0.087 0.13
H 1.94038 5.16983 3.16351 0.022 -0.135 -0.051 0.12
C 3.75455 -1.24884 0.78371 1.219 -0.982 0.982 0.06
H 4.17177 0.47577 2.85999 -0.092 0.019 0.170 0.14
H 0.39328 0.38959 -2.27984 1.867 0.430 -0.628 -0.01


Taking the records one at a time from the top gives E_tot values of -2562.01217, -2096.64876, -1673.81789 a.u..
Taking the records one at a time from the top gives max |F| values of 2.24, 2.64, 3.17 eV/Å.